Entry 1:
Computed, not measured: ClO5PS in the gas phase, with wB97M-V/def2-TZVPD.

Results
- charge = 0
- frontier orbital gap (eV) = 9.0
- M (g/mol) = 178.5
- energy above the lowest of the compared OMol25 structures with the same formula, charge and spin (eV) = 1.630
- total energy (eV) = -42883.58147
- HOMO level (eV) = -11.30

Element x y z (Å)
1 O -2.25810 1.18367 -0.88677
2 O 1.63246 -1.33725 0.81056
3 O 0.26699 0.22078 -0.61653
4 O -1.36758 0.49479 1.50692
5 O 2.78867 0.15448 -0.63519
6 P -1.70644 0.24679 0.13857
7 S 1.56829 -0.26772 -0.10114
8 Cl -1.93498 -1.62964 -0.47288


Entry 2:
Computed, not measured: 2 unconnected molecules or ions with the total composition C5H6BrINO, with wB97M-V/def2-TZVPD.

Results
- charge = +1
- frontier orbital gap (eV) = 7.6
- M (g/mol) = 302.9
- energy above the lowest of the compared OMol25 structures with the same formula, charge and spin (eV) = 1.510
- total energy (eV) = -86952.97504
- HOMO level (eV) = -12.71

Element x y z (Å)
1 C 0.31964 0.73819 -0.88173
2 C 0.75126 -0.65178 -0.93687
3 C -0.59826 1.26381 0.03059
4 C 0.34729 -1.84704 -0.34084
5 C -1.79707 0.86537 0.45572
6 N 0.05133 -2.77878 0.26865
7 O -2.36646 1.60017 1.33052
8 Br -2.74495 -0.68109 -0.21349
9 I 4.06505 0.90309 0.02384
10 H 0.74444 1.44537 -1.56743
11 H 1.61241 -0.80288 -1.67496
12 H -0.51340 2.30602 0.09554
13 H -0.09437 -3.68753 0.72831
14 H 3.44755 -0.03306 1.08913
15 H -3.22447 1.36013 1.59300


Entry 3:
Computed, not measured: a molecular structure, C10H11O3PmS2, with wB97M-V/def2-TZVPD.

Results
- ⟨S²⟩ = 6.01
- charge = 0
- frontier orbital gap (alpha / beta) (eV) = 7.0 / 7.1
- M (g/mol) = 388.3
- total energy (eV) = -54918.07691
- HOMO level (alpha / beta) (eV) = -7.98 / -8.02
- spin multiplicity = 5

Element x y z (Å)
1 Pm -0.38996 0.09836 0.88108
2 C 3.20980 3.14044 -0.36251
3 C 2.83881 1.80115 -1.03416
4 C 3.97069 0.72881 -0.87705
5 O 2.48596 1.99695 -2.41091
6 C 1.66492 1.32433 -0.31667
7 O 0.50934 1.76729 -0.64643
8 O 1.87649 0.58531 0.72535
9 H 2.37153 3.60350 0.16287
10 H 3.66744 3.68362 -1.16057
11 H 3.97359 2.90561 0.37194
12 H 4.96775 1.21907 -1.14662
13 H 3.81594 -0.10624 -1.46514
14 H 4.07085 0.53665 0.21427
15 H 1.59552 2.44560 -2.41026
16 S -2.79389 0.81006 -0.03463
17 C -3.12339 -0.81921 0.46100
18 C -4.36447 -1.19958 1.11377
19 C -4.64211 -2.47429 1.48576
20 C -3.71960 -3.45849 1.29217
21 C -2.47722 -3.16956 0.70313
22 C -2.25274 -1.88831 0.15518
23 S -0.72764 -1.84521 -0.80849
24 H -5.08453 -0.39369 1.16057
25 H -5.64187 -2.76723 1.77356
26 H -3.95778 -4.49513 1.65377
27 H -1.84344 -4.02981 0.51905